*1*
Here is a 2-piece molecular cluster, C5H12OS overall from the Open Molecules 2025 dataset. Energies are from ωB97M-V/def2-TZVPD.

Geometry as ORCA input:
```
! wB97M-V def2-TZVPD RIJCOSX def2/J DEFGRID3
* xyz 0 1
C 3.262 -0.259 0.951
C 2.292 -0.114 0.064
C 1.857 1.189 -0.531
O 1.628 -1.226 -0.381
H 3.846 0.582 1.291
H 3.473 -1.251 1.323
H 2.575 1.967 -0.293
H 1.758 1.107 -1.611
H 0.875 1.475 -0.151
H 0.796 -0.964 -0.800
C -1.583 -0.173 1.053
S -1.589 -0.152 -0.761
C -3.359 -0.374 -1.039
H -2.085 -1.081 1.380
H -2.073 0.707 1.454
H -0.547 -0.222 1.374
H -3.512 -0.441 -2.110
H -3.721 -1.269 -0.543
H -3.894 0.498 -0.671
*
```

Results
Gap between HOMO and LUMO = 9.4 eV
Structure (SMILES) = C=C(C)O.CSC
E_LUMO = 0.76 eV



*2*
Here is a 2-piece molecular cluster, C5H12OS overall from the Open Molecules 2025 dataset. Energies are from ωB97M-V/def2-TZVPD.

Geometry as ORCA input:
```
! wB97M-V def2-TZVPD RIJCOSX def2/J DEFGRID3
* xyz 0 1
C -0.255 0.432 -1.781
C 0.621 -1.320 2.125
C 0.762 -1.642 -0.476
C -0.386 2.711 -0.111
C 0.203 -1.847 0.662
O -2.347 0.602 -0.017
S -0.923 0.814 -0.098
H -1.164 0.375 -2.349
H 0.138 1.180 -2.455
H 0.675 -2.280 2.751
H 1.631 -0.978 2.178
H -0.087 -0.498 2.371
H 1.635 -1.041 -0.480
H 0.253 -0.743 -1.680
H 0.655 -2.344 -1.337
H 0.616 2.666 0.355
H -0.287 3.209 -1.097
H -1.036 3.146 0.639
H -0.704 -2.441 0.799
*
```

Results
Gap between HOMO and LUMO = 9.5 eV
E_LUMO = 0.88 eV



Most stable: *1*



*1*
Here is a 4-piece molecular cluster, C3H17N2O3 overall from the Open Molecules 2025 dataset. Energies are from ωB97M-V/def2-TZVPD.

Geometry as ORCA input:
```
! wB97M-V def2-TZVPD RIJCOSX def2/J DEFGRID3
* xyz 1 1
C 0.887 0.833 -2.024
C 0.461 2.162 -1.478
C 0.518 2.351 0.058
N 0.498 3.773 0.336
N -0.081 -0.266 -1.621
H 1.809 0.480 -1.555
H 1.069 0.754 -3.092
H -0.536 2.425 -1.855
H 1.019 2.953 -1.965
H -0.323 1.765 0.439
H 1.443 1.899 0.420
H 1.250 4.039 0.951
H -0.358 4.136 0.730
H 0.131 -1.104 -2.146
H 0.034 -0.584 -0.652
H -1.066 -0.083 -1.751
H -0.001 -3.214 0.744
H 1.102 -2.355 1.275
O 0.604 -2.511 0.465
H -0.269 -4.329 3.242
H -1.556 -3.610 3.219
O -0.822 -3.824 2.632
H -2.436 -0.713 0.984
H -1.386 -1.744 0.515
O -1.556 -0.804 0.608
*
```

Results
Gap between HOMO and LUMO = 9.5 eV
E_LUMO = -2.86 eV



*2*
Here is a 4-piece molecular cluster, C3H17N2O3 overall from the Open Molecules 2025 dataset. Energies are from ωB97M-V/def2-TZVPD.

Geometry as ORCA input:
```
! wB97M-V def2-TZVPD RIJCOSX def2/J DEFGRID3
* xyz 1 1
N -0.810 -0.599 0.413
C 0.310 -0.145 -0.547
C -0.370 0.224 -1.866
C 1.469 -1.277 -0.548
N 2.317 -0.971 0.541
H -0.521 -0.790 1.390
H -1.217 -1.562 0.017
H -1.424 0.244 0.283
H 0.870 0.680 0.091
H -0.857 -0.760 -2.190
H 0.215 0.555 -2.722
H -1.128 1.032 -1.641
H 0.940 -2.283 -0.455
H 1.967 -1.371 -1.500
H 2.445 -1.756 1.118
H 3.205 -0.701 0.218
H -1.721 2.470 2.032
H -0.685 2.347 0.919
O -1.264 1.896 1.470
H 2.472 2.296 1.005
H 1.814 2.384 2.358
O 1.604 2.480 1.404
H -3.297 -2.391 -0.683
H -3.078 -2.161 -2.110
O -2.715 -1.884 -1.254
*
```

Results
Gap between HOMO and LUMO = 10.6 eV
E_LUMO = -2.70 eV



Most stable: *1*



*1*
Here is an isolated ion of composition C5H14NOS and charge +1 from the Open Molecules 2025 dataset. Energies are from ωB97M-V/def2-TZVPD.

Geometry as ORCA input:
```
! wB97M-V def2-TZVPD RIJCOSX def2/J DEFGRID3
* xyz 1 1
C 2.644 -0.206 -2.617
S 0.952 -0.821 -2.365
C 0.887 -1.107 -0.565
C 0.565 0.068 0.406
C -0.894 -0.091 0.846
N -1.788 0.642 -0.176
C -1.169 0.398 2.281
O -2.245 1.338 2.280
H 2.435 0.825 -2.980
H 3.178 -0.692 -3.426
H 3.350 -0.248 -1.810
H 1.866 -1.534 -0.302
H 0.287 -1.992 -0.343
H 1.246 -0.060 1.260
H 0.736 1.038 -0.071
H -1.239 -1.129 0.719
H -2.639 0.123 -0.379
H -1.343 0.671 -1.118
H -1.900 1.569 0.237
H -0.500 0.838 3.038
H -1.317 -0.542 2.842
H -3.113 0.911 2.245
*
```

Results
Gap between HOMO and LUMO = 8.6 eV
Structure (SMILES) = CSCC[C@H]([NH3+])CO
E_LUMO = -3.52 eV



*2*
Here is a 2-piece molecular cluster, C5H14NOS overall from the Open Molecules 2025 dataset. Energies are from ωB97M-V/def2-TZVPD.

Geometry as ORCA input:
```
! wB97M-V def2-TZVPD RIJCOSX def2/J DEFGRID3
* xyz 1 1
C 1.891 -1.508 0.008
O 1.686 -1.059 1.362
C 0.736 -2.299 -0.568
C 0.051 -1.862 -1.627
H 2.819 -2.074 -0.071
H 2.017 -0.619 -0.610
H 1.717 -1.841 1.924
H 0.481 -3.270 -0.159
H -0.704 -2.484 -2.089
H 0.319 -0.921 -2.094
C -0.452 1.579 0.662
C -1.575 2.180 -0.198
S -1.056 3.663 -1.069
N -0.855 0.246 1.237
H -0.175 2.214 1.502
H 0.440 1.411 0.061
H -2.392 2.426 0.479
H -1.882 1.390 -0.888
H -0.318 3.036 -2.000
H 0.011 -0.212 1.607
H -1.253 -0.362 0.513
H -1.504 0.364 2.019
*
```

Results
Gap between HOMO and LUMO = 9.7 eV
E_LUMO = -3.16 eV



Most stable: *2*



*1*
Here is an isolated ion of composition C9H14NO and charge +1 from the Open Molecules 2025 dataset. Energies are from ωB97M-V/def2-TZVPD.

Geometry as ORCA input:
```
! wB97M-V def2-TZVPD RIJCOSX def2/J DEFGRID3
* xyz 1 3
C -1.479 -1.373 0.831
C -1.734 -1.459 -0.469
C -1.450 1.065 0.770
C -1.740 0.969 -0.743
C 2.485 0.480 0.062
C 2.288 -1.043 0.262
C -0.575 -0.181 1.047
C -1.011 -0.328 -1.163
C 0.232 -0.288 -0.265
N 1.171 0.925 -0.472
O 1.097 -1.338 -0.437
H -1.857 -1.986 1.625
H -2.368 -2.159 -0.977
H -0.944 1.994 1.041
H -2.362 1.017 1.361
H -2.805 0.883 -0.948
H -1.370 1.835 -1.293
H 2.705 0.982 1.003
H 3.280 0.692 -0.651
H 3.081 -1.644 -0.183
H 2.195 -1.298 1.322
H -0.027 -0.161 1.984
H -0.843 -0.454 -2.228
H 0.800 1.756 -0.003
H 1.232 1.114 -1.478
*
```

Results
Gap between HOMO and LUMO (alpha / beta) = 5.6 / 9.0 eV
E_LUMO (alpha / beta) = -3.20 / -5.56 eV



*2*
Here is an isolated ion of composition C9H14NO and charge +1 from the Open Molecules 2025 dataset. Energies are from ωB97M-V/def2-TZVPD.

Geometry as ORCA input:
```
! wB97M-V def2-TZVPD RIJCOSX def2/J DEFGRID3
* xyz 1 3
C 1.291 -0.166 -2.170
C 1.232 0.444 -1.101
C 1.415 -0.627 -3.451
C -1.801 -0.220 -0.641
C 1.838 1.127 0.028
C 2.290 0.191 1.157
C 0.954 -0.167 1.843
C -3.328 -0.053 -0.587
C -1.243 -0.619 0.707
N 0.157 -0.763 0.785
O -1.100 -0.035 -1.588
H 2.063 -1.522 -3.503
H 1.197 -0.252 -4.455
H 2.644 1.562 -0.531
H 1.146 1.768 0.546
H 2.667 -0.768 0.797
H 3.119 0.733 1.777
H 1.005 -0.881 2.682
H 0.579 0.762 2.137
H -3.640 -1.005 -1.143
H -3.782 -0.030 0.414
H -3.424 0.948 -1.040
H -1.660 -1.540 1.003
H -1.581 0.088 1.376
H 0.481 -1.536 0.282
*
```

Results
Gap between HOMO and LUMO (alpha / beta) = 8.3 / 5.5 eV
E_LUMO (alpha / beta) = -2.69 / -7.44 eV



Most stable: *1*



*1*
Here is a 2-piece molecular cluster, C3H8OS2 overall from the Open Molecules 2025 dataset. Energies are from ωB97M-V/def2-TZVPD.

Geometry as ORCA input:
```
! wB97M-V def2-TZVPD RIJCOSX def2/J DEFGRID3
* xyz 0 1
C 1.300 -1.100 0.216
C 0.205 -0.878 1.012
O 0.557 -0.673 2.334
H 1.241 -1.428 -0.804
H 2.230 -1.234 0.721
H -0.853 -0.910 0.664
H 1.170 -1.293 2.573
C -1.187 0.694 -1.779
S -1.450 2.245 -0.737
S -0.525 2.223 1.170
H -1.204 1.004 -2.872
H -0.058 0.365 -1.591
H -1.787 -0.276 -1.533
H 0.361 1.260 0.624
*
```

Results
Gap between HOMO and LUMO = 8.6 eV
Structure (SMILES) = C=CO.CSS
E_LUMO = 0.48 eV



*2*
Here is a 2-piece molecular cluster, C3H8OS2 overall from the Open Molecules 2025 dataset. Energies are from ωB97M-V/def2-TZVPD.

Geometry as ORCA input:
```
! wB97M-V def2-TZVPD RIJCOSX def2/J DEFGRID3
* xyz 0 1
C -0.050 -1.441 0.777
C 0.890 -0.328 1.318
S 0.727 1.012 0.084
S -1.256 0.898 -0.257
C -1.433 -0.803 0.411
H -0.233 -2.184 1.577
H 0.372 -1.980 -0.093
H 0.526 -0.082 2.335
H 1.876 -0.818 1.423
H -1.980 -1.389 -0.353
H -2.114 -0.651 1.270
O 1.230 2.387 -2.905
H 0.616 2.271 -2.145
H 0.827 3.108 -3.441
*
```

Results
Gap between HOMO and LUMO = 8.6 eV
Structure (SMILES) = C1CSSC1.O
E_LUMO = 0.73 eV



Most stable: *2*



*1*
Here is a 2-piece molecular cluster, C3H8OS2 overall from the Open Molecules 2025 dataset. Energies are from ωB97M-V/def2-TZVPD.

Geometry as ORCA input:
```
! wB97M-V def2-TZVPD RIJCOSX def2/J DEFGRID3
* xyz 0 1
C 1.005 -1.217 -0.698
C -0.630 -0.416 1.333
C 0.011 -0.305 -0.064
O 1.303 1.265 0.237
S -2.085 1.718 -0.292
S -1.225 0.116 -1.223
H 0.672 -1.478 -1.641
H 1.952 -0.660 -0.796
H 1.304 -2.121 -0.054
H -0.262 -1.324 1.786
H -1.653 -0.154 1.421
H -0.105 0.401 1.825
H 1.234 1.654 -0.620
H -1.523 2.519 -1.216
*
```

Results
Gap between HOMO and LUMO = 9.4 eV
E_LUMO = 0.16 eV



*2*
Here is the molecule C3H8OS2 from the Open Molecules 2025 dataset. Energies are from ωB97M-V/def2-TZVPD.

Geometry as ORCA input:
```
! wB97M-V def2-TZVPD RIJCOSX def2/J DEFGRID3
* xyz 0 1
O -2.462 -0.456 -0.489
C -1.212 -0.674 0.164
C 0.119 0.018 -0.411
S 0.112 1.872 0.056
C 1.283 -0.558 0.427
S 2.908 -0.099 -0.307
H -2.829 0.410 -0.201
H -1.036 -1.777 0.265
H -1.315 -0.367 1.236
H 0.344 0.043 -1.533
H -1.138 2.184 -0.534
H 1.337 -0.159 1.451
H 1.336 -1.586 0.312
H 2.554 1.150 -0.437
*
```

Results
Gap between HOMO and LUMO = 9.7 eV
Structure (SMILES) = OC[C@@H](S)CS
E_LUMO = 0.48 eV



Most stable: *2*



*1*
Here is a 2-piece molecular cluster, C3H8OS2 overall from the Open Molecules 2025 dataset. Energies are from ωB97M-V/def2-TZVPD.

Geometry as ORCA input:
```
! wB97M-V def2-TZVPD RIJCOSX def2/J DEFGRID3
* xyz 0 1
C -2.562 -0.992 -0.928
C -2.315 0.214 -0.437
O -1.384 0.552 0.502
H -3.304 -1.082 -1.709
H -2.118 -1.897 -0.547
H -2.721 1.059 -0.989
H -1.031 -0.307 0.760
C 2.451 -0.620 0.197
S 3.008 1.108 0.350
S 1.474 1.872 1.509
H 3.292 -1.089 -0.293
H 2.387 -0.987 1.201
H 1.541 -0.773 -0.346
H 1.282 2.942 0.729
*
```

Results
Gap between HOMO and LUMO = 9.1 eV
Structure (SMILES) = C=CO.CSS
E_LUMO = 0.67 eV



*2*
Here is the molecule C3H8OS2 from the Open Molecules 2025 dataset. Energies are from ωB97M-V/def2-TZVPD.

Geometry as ORCA input:
```
! wB97M-V def2-TZVPD RIJCOSX def2/J DEFGRID3
* xyz 0 1
O 0.701 -2.531 0.540
C 0.123 -1.280 0.906
C -0.280 -0.464 -0.311
C 0.618 0.810 -0.655
S -0.276 1.880 -1.899
S -0.958 3.305 -0.527
H 1.041 -2.925 1.343
H -0.756 -1.449 1.543
H 0.877 -0.680 1.448
H -0.324 -1.040 -1.238
H -1.272 0.047 -0.200
H 0.883 1.478 0.161
H 1.533 0.403 -1.068
H -1.909 2.446 -0.041
*
```

Results
Gap between HOMO and LUMO = 9.5 eV
Structure (SMILES) = OCCCSS
E_LUMO = 0.45 eV



Most stable: *2*



*1*
Here is the molecule C4H13N3S from the Open Molecules 2025 dataset. Energies are from ωB97M-V/def2-TZVPD.

Geometry as ORCA input:
```
! wB97M-V def2-TZVPD RIJCOSX def2/J DEFGRID3
* xyz 0 1
N 1.378 2.068 2.097
C 0.204 1.762 1.190
N 0.631 0.989 0.072
C 0.092 -0.338 -0.186
C -1.451 -0.214 -0.583
N -2.112 -1.507 -0.456
C 0.862 -0.887 -1.362
S 0.931 -2.728 -1.343
H 1.432 1.433 2.884
H 2.210 1.937 1.536
H -0.170 2.784 1.049
H -0.507 1.204 1.810
H 0.997 1.457 -0.740
H 0.095 -0.799 0.804
H -1.470 0.311 -1.531
H -1.917 0.430 0.187
H -3.121 -1.546 -0.419
H -1.831 -2.145 -1.190
H 0.408 -0.726 -2.336
H 1.923 -0.563 -1.358
H 1.418 -2.922 -0.125
*
```

Results
Gap between HOMO and LUMO = 9.4 eV
Structure (SMILES) = NCN[C@@H](CN)CS
E_LUMO = 0.94 eV



*2*
Here is a 2-piece molecular cluster, C4H13N3S overall from the Open Molecules 2025 dataset. Energies are from ωB97M-V/def2-TZVPD.

Geometry as ORCA input:
```
! wB97M-V def2-TZVPD RIJCOSX def2/J DEFGRID3
* xyz 0 1
C 0.177 1.968 1.204
N -0.724 0.940 1.517
C -0.133 -0.031 2.268
N -1.099 -1.066 2.649
H -0.340 2.824 0.786
H 0.992 1.530 0.556
H 0.683 2.313 2.114
H 0.774 -0.487 1.728
H 0.225 0.373 3.228
H -1.896 -0.943 2.034
H -0.729 -1.996 2.494
C -0.947 0.200 -1.620
C -0.192 -1.033 -1.078
S 1.562 -0.708 -0.821
N -0.371 0.802 -2.804
H -0.902 0.935 -0.828
H -1.986 -0.057 -1.810
H -0.235 -1.828 -1.827
H -0.618 -1.414 -0.142
H -0.655 0.346 -3.659
H 0.638 0.838 -2.765
*
```

Results
Gap between HOMO and LUMO = 5.0 eV
E_LUMO = -3.03 eV



Most stable: *1*



*1*
Here is the molecule C3H3ClO2 from the Open Molecules 2025 dataset. Energies are from ωB97M-V/def2-TZVPD.

Geometry as ORCA input:
```
! wB97M-V def2-TZVPD RIJCOSX def2/J DEFGRID3
* xyz 0 1
C -1.259 0.190 -0.493
C 0.014 -0.042 0.094
O 0.857 0.801 0.594
C 1.786 -0.179 0.203
Cl 2.626 -0.759 1.630
O 0.752 -1.042 -0.196
H -1.897 -0.500 -1.028
H -1.049 1.004 -1.146
H -1.831 0.527 0.341
*
```

Results
Gap between HOMO and LUMO (alpha / beta) = 8.7 / 8.7 eV
Structure (SMILES) = C[C@]12O[C@@]1(Cl)O2
E_LUMO (alpha / beta) = 0.55 / 0.55 eV



*2*
Here is the molecule C3H3ClO2 from the Open Molecules 2025 dataset. Energies are from ωB97M-V/def2-TZVPD.

Geometry as ORCA input:
```
! wB97M-V def2-TZVPD RIJCOSX def2/J DEFGRID3
* xyz 0 1
C -0.947 -0.462 -0.613
C 0.513 -0.354 -0.333
O 1.487 -0.979 -0.627
C 0.963 0.942 0.648
O 1.643 1.933 0.669
Cl 0.191 0.386 2.153
H -1.297 0.236 -1.388
H -1.397 -0.246 0.405
H -1.157 -1.455 -0.915
*
```

Results
Gap between HOMO and LUMO = 10.2 eV
Structure (SMILES) = CC(=O)C(=O)Cl
E_LUMO = 0.19 eV



*3*
Here is the molecule C3H3ClO2 from the Open Molecules 2025 dataset. Energies are from ωB97M-V/def2-TZVPD.

Geometry as ORCA input:
```
! wB97M-V def2-TZVPD RIJCOSX def2/J DEFGRID3
* xyz 0 1
O 0.979 -0.235 -1.691
C 0.495 0.566 -0.818
O 0.347 1.833 -1.020
C -0.205 0.080 0.535
C -0.202 -1.227 0.490
Cl -1.034 -2.111 1.707
H -0.226 2.049 -0.154
H -0.560 0.942 1.241
H 0.405 -1.897 -0.290
*
```

Results
Gap between HOMO and LUMO = 10.7 eV
Structure (SMILES) = O=C(O)/C=C/Cl
E_LUMO = 0.31 eV



Most stable: *2*



*1*
Here is a 4-piece molecular cluster, C3H12O3 overall from the Open Molecules 2025 dataset. Energies are from ωB97M-V/def2-TZVPD.

Geometry as ORCA input:
```
! wB97M-V def2-TZVPD RIJCOSX def2/J DEFGRID3
* xyz 1 2
C -1.098 1.399 -0.235
C -2.095 0.204 -0.247
C -1.777 -1.067 -0.333
H -1.393 2.252 -0.996
H -0.117 0.794 -0.189
H -1.319 1.981 0.699
H -3.150 0.479 -0.124
H -2.738 -1.668 -0.182
H -0.752 -1.393 -0.535
H 2.034 -0.758 -0.409
H 2.092 -2.327 -0.034
O 1.504 -1.555 -0.141
H 1.959 1.282 -1.261
H 3.422 1.219 -0.755
O 2.727 0.705 -1.241
H -0.541 -0.423 2.179
H 0.841 -0.851 1.556
O 0.402 -0.272 2.248
*
```

Results
Gap between HOMO and LUMO (alpha / beta) = 10.1 / 5.2 eV
E_LUMO (alpha / beta) = -4.71 / -9.55 eV



*2*
Here is a 3-piece molecular cluster, C3H12O3 overall from the Open Molecules 2025 dataset. Energies are from ωB97M-V/def2-TZVPD.

Geometry as ORCA input:
```
! wB97M-V def2-TZVPD RIJCOSX def2/J DEFGRID3
* xyz 1 2
C 1.365 0.395 0.446
O 1.503 -0.629 -0.612
H 2.256 0.519 1.062
H 1.402 1.401 0.027
H 0.549 0.270 1.157
H 1.221 -1.464 -0.230
C -1.058 3.150 -0.955
O -2.342 3.235 -0.416
H -0.668 4.158 -1.092
H -0.308 2.685 -0.315
H -0.844 2.556 -1.844
H -2.202 3.784 0.359
C -0.225 -3.539 0.091
O 0.360 -2.584 0.953
H -1.039 -4.120 0.524
H -0.406 -3.133 -0.904
H 0.672 -4.158 0.045
H -0.235 -2.526 1.705
*
```

Results
Gap between HOMO and LUMO (alpha / beta) = 11.6 / 3.3 eV
E_LUMO (alpha / beta) = -3.02 / -10.21 eV



Most stable: *1*